Entry 1:
# C34H45N7O2P3SSe2V

A structure of composition C34H45N7O2P3SSe2V (ωB97M-V/def2-TZVPD, OMol25).

CARTESIAN COORDINATES (ANGSTROEM)
Se (-1.0055, 1.5699, 1.5738)
Se (2.7325, -3.9516, -2.0796)
V (0.1285, 2.4980, -0.4886)
S (1.8635, 1.9265, 0.9350)
P (1.4094, -3.2546, -0.6243)
P (-1.6730, 2.9529, -2.6213)
P (-0.5638, -0.4138, 1.1003)
O (-0.8333, 3.7527, -1.6610)
O (-1.6769, 1.4457, -2.5440)
N (-4.0363, 2.8045, -1.2052)
N (0.8389, 0.7199, -1.0571)
N (1.9037, -0.9006, -2.0450)
N (-0.1345, 4.2899, 0.3703)
N (1.3305, 3.2692, -1.8810)
N (1.6444, 0.3951, -2.0529)
N (0.3547, 3.1118, -4.4887)
C (-1.5003, -5.9823, -1.8128)
C (3.5568, -2.8313, 1.1389)
C (-3.7607, -2.1341, -0.8760)
C (4.2972, -3.0295, 2.3079)
C (-4.4706, -1.7172, 1.4001)
C (1.5847, -1.9756, 4.9142)
C (3.8370, -3.9155, 3.2853)
C (-0.2911, -2.0829, 3.3849)
C (2.4576, 2.3554, -1.8151)
C (1.9258, 3.5928, 1.6766)
C (-1.1012, -4.1787, 0.2755)
C (2.3483, -3.5153, 0.9419)
C (-2.5007, -1.6044, -0.5813)
C (1.5943, 4.6420, -1.4614)
C (-2.2627, -4.9546, 0.2363)
C (0.2795, -1.0658, 2.6049)
C (3.0777, 2.1317, -0.4223)
C (-3.4231, 3.4434, -2.4213)
C (1.5073, -0.5088, 2.9903)
C (1.8904, -4.4027, 1.9279)
C (0.5635, 4.2895, 1.6520)
C (1.2417, -1.4454, -1.0071)
C (-0.3358, -5.2081, -1.7698)
C (-1.1048, 3.4169, -4.2958)
C (-3.2122, -1.1849, 1.6967)
C (-0.1292, -4.2907, -0.7233)
C (0.4070, 5.2026, -0.6430)
C (-2.2170, -1.1339, 0.7102)
C (-2.4642, -5.8550, -0.8106)
C (2.1580, -0.9634, 4.1406)
C (0.5552, -0.4080, -0.3780)
C (-4.7444, -2.1931, 0.1148)
C (0.3614, -2.5352, 4.5360)
C (2.6349, -4.6018, 3.0946)
H (0.9695, -4.9505, 1.7995)
H (2.6876, 4.2172, 1.2051)
H (-3.5441, 3.1561, -0.3705)
H (3.6715, 1.2113, -0.4569)
H (-5.2342, -1.7586, 2.1660)
H (5.2283, -2.4981, 2.4552)
H (3.1058, -0.5303, 4.4327)
H (0.8558, 3.2549, -2.8134)
H (-3.0130, -0.8143, 2.6941)
H (1.9582, 0.2792, 2.4005)
H (2.1068, 1.3827, -2.1821)
H (-0.0854, 3.7729, 2.3714)
H (-1.2401, -2.5225, 3.1186)
H (-1.1464, 4.5017, 0.5371)
H (-1.6543, -6.6824, -2.6238)
H (2.2794, -5.2887, 3.8516)
H (3.9252, -2.1460, 0.3861)
H (-0.4058, 5.4028, -1.3532)
H (-1.2779, 1.6608, -1.1152)
H (-3.7696, 1.8029, -1.2491)
H (3.7808, 2.9340, -0.1780)
H (-5.0478, 2.9054, -1.1060)
H (-0.0823, -3.3188, 5.1363)
H (-5.7189, -2.6043, -0.1140)
H (-1.2248, 4.4916, -4.4551)
H (-3.3642, -6.4552, -0.8438)
H (0.8547, 3.5586, -3.7002)
H (0.3887, -5.3309, -2.5602)
H (0.6644, 5.3128, 2.0339)
H (-1.6516, 2.8621, -5.0625)
H (-1.7512, -1.5646, -1.3600)
H (0.4869, 2.1007, -4.3280)
H (-0.9516, -3.4946, 1.0898)
H (2.0889, -2.3271, 5.8050)
H (-3.9737, -2.4998, -1.8721)
H (0.7583, 3.3966, -5.3827)
H (2.5115, 4.7309, -0.8743)
H (3.2422, 2.6733, -2.5123)
H (-4.0088, 3.1015, -3.2786)
H (1.7501, 5.2671, -2.3487)
H (2.2372, 3.4687, 2.7198)
H (0.6702, 6.1727, -0.2054)
H (-3.0054, -4.8558, 1.0174)
H (-3.5255, 4.5253, -2.3054)
H (4.4108, -4.0697, 4.1898)

Atoms 1-3, force components in eV/Å:
Se -1.4 1.0 1.4
Se 0.4 -0.3 -0.6
V -2.9 -1.7 0.5

Values from the calculation:
**HOMO level (alpha / beta)**: -5.9155 / -8.4848 eV
**LUMO level (alpha / beta)**: -2.6 / -2.5 eV
**Multiplicity**: 4
**Net charge**: +1

=====

Entry 2:
# C34H45O2ReSe2

A structure of composition C34H45O2ReSe2 (ωB97M-V/def2-TZVPD, OMol25).

CARTESIAN COORDINATES (ANGSTROEM)
Re (0.5911, 1.7768, -1.2564)
Se (-0.8577, 1.4933, 0.8808)
Se (0.9536, 3.8897, -2.1505)
O (-0.8716, 0.9484, -2.0641)
O (1.9682, 1.2489, -0.1181)
C (-3.7119, -1.2792, -1.4777)
C (3.4206, 3.4679, -3.6156)
C (2.0741, 3.7952, -3.7185)
C (1.5958, -0.2336, 3.7753)
C (-1.4085, -0.3074, -4.4347)
C (-3.8927, -0.2991, -4.3636)
C (3.0189, 0.2829, 1.8269)
C (4.4041, 0.2909, 1.1618)
C (2.3083, 4.1979, -6.0638)
C (-2.9431, -0.4554, 0.6037)
C (1.5078, 4.1652, -4.9309)
C (-2.6925, -0.6436, -2.1991)
C (2.7554, -1.1076, 5.8566)
C (-5.9601, -2.6419, -0.2936)
C (4.2096, 3.5040, -4.7567)
C (5.4796, -0.2710, 2.0963)
C (4.8170, 1.7269, 0.7964)
C (0.6407, 0.6253, 1.7557)
C (3.6538, 3.8617, -5.9779)
C (0.8857, 0.5212, 6.0344)
C (-5.0536, -1.8386, 0.6393)
C (-5.8891, -0.7127, 1.2718)
C (-1.9425, 0.1996, -0.0791)
C (4.3724, -0.6015, -0.0910)
C (0.4848, 0.1671, 3.0492)
C (0.4434, -1.8428, 5.3124)
C (-3.8805, -1.2005, -0.1019)
C (-1.8327, 0.1673, -1.4687)
C (1.4311, -0.6701, 5.2306)
C (2.8319, -0.1728, 3.1335)
C (-2.6304, -0.8943, -3.7179)
C (1.8852, 0.7274, 1.1506)
C (-4.5337, -2.7744, 1.7391)
C (-2.6027, -2.4157, -3.9556)
H (-0.5509, -1.5652, 4.9559)
H (-2.5154, -2.6156, -5.0249)
H (-1.4381, 0.7813, -4.4676)
H (1.8812, 4.4917, -7.0141)
H (5.2641, -1.2990, 2.3940)
H (-6.2285, -0.0091, 0.5086)
H (4.2730, 3.8843, -6.8657)
H (0.8104, 0.2568, 7.0915)
H (5.3665, -0.6406, -0.5411)
H (1.5490, 1.3842, 5.9449)
H (-6.7869, -3.0601, 0.2827)
H (-3.9122, -3.5656, 1.3142)
H (-6.7679, -1.1308, 1.7675)
H (-4.7987, -0.7944, -4.0100)
H (-1.4072, -0.6706, -5.4634)
H (6.4338, -0.2738, 1.5680)
H (-0.4728, -0.6267, -3.9742)
H (3.6786, -0.2272, -0.8416)
H (2.5798, -1.4129, 6.8892)
H (3.8515, 3.2044, -2.6578)
H (-3.8432, -0.4231, -5.4475)
H (-0.5074, 0.1208, 3.4836)
H (-0.1083, 0.8178, 5.6916)
H (-3.5107, -2.9067, -3.6050)
H (3.7061, -0.4908, 3.6775)
H (-2.9910, -0.3802, 1.6845)
H (-3.9466, -2.2387, 2.4884)
H (-6.3923, -2.0155, -1.0775)
H (5.8334, 1.7228, 0.3968)
H (5.6007, 0.3438, 2.9910)
H (4.0790, -1.6189, 0.1755)
H (-5.3156, -0.1567, 2.0172)
H (0.3442, -2.1692, 6.3498)
H (-3.9763, 0.7668, -4.1418)
H (4.1594, 2.1660, 0.0471)
H (3.4836, -0.2933, 5.8752)
H (0.4610, 4.4359, -4.9861)
H (-4.4136, -1.8734, -2.0443)
H (-1.7509, -2.8728, -3.4477)
H (-5.4260, -3.4753, -0.7572)
H (5.2630, 3.2626, -4.6914)
H (-5.3768, -3.2420, 2.2519)
H (0.7981, -2.6898, 4.7211)
H (4.8011, 2.3645, 1.6827)
H (3.1893, -1.9612, 5.3298)

Atoms 1-3, force components in eV/Å:
Re -0.4 -0.7 0.3
Se 0.8 0.5 -1.2
Se -0.5 1.3 0.6

Values from the calculation:
**HOMO level (alpha / beta)**: -11.2332 / -11.2908 eV
**LUMO level (alpha / beta)**: -4.8 / -4.4 eV
**Multiplicity**: 2
**Net charge**: +1

=====

Entry 3:
# C34H46AuF5N4O3PS

A structure of composition C34H46AuF5N4O3PS (ωB97M-V/def2-TZVPD, OMol25).

CARTESIAN COORDINATES (ANGSTROEM)
Au (-0.1778, -2.2141, -1.5640)
S (-1.0844, 3.7529, -1.5072)
P (-3.2935, -1.3776, -1.4634)
F (6.4474, -3.8960, 0.1370)
F (5.7625, -5.1875, -2.1731)
F (2.2925, -1.6927, 0.1284)
F (3.3782, -4.7677, -3.3276)
F (4.6586, -2.1610, 1.2549)
O (1.5831, -3.0475, -2.2837)
O (1.6697, 6.8310, -3.8411)
O (-0.8921, -1.5811, 4.1200)
N (1.2290, 3.1703, -2.7061)
N (-0.7552, -0.5692, 3.3307)
N (-1.8755, -1.4842, -0.8712)
N (0.8793, 5.3894, -2.2392)
C (-0.4661, 1.6367, 1.6614)
C (-3.3452, -0.8052, -3.2849)
C (-4.2555, -3.0321, -1.3746)
C (5.6220, 5.3472, -3.4929)
C (5.2450, -3.6818, -0.4359)
C (-2.2375, 0.2436, -3.4680)
C (-0.8727, 1.7850, 2.9804)
C (-1.0033, 0.6819, 3.7924)
C (-4.2491, -0.1160, -0.4146)
C (-5.5615, -3.1377, -2.1681)
C (-4.5644, -3.3256, 0.1007)
C (-3.3060, -4.1590, -1.8097)
C (3.6505, 4.6209, -1.6673)
C (4.3409, 5.8107, -3.6741)
C (4.9428, 4.1742, -1.5053)
C (-3.8925, -0.3370, 1.0651)
C (2.7012, -3.2170, -1.6616)
C (5.9530, 4.5110, -2.4154)
C (3.3392, 1.1564, -3.4749)
C (-0.2142, 0.3530, 1.2063)
C (-0.3702, -0.7318, 2.0437)
C (0.9721, 1.7416, -2.7101)
C (4.3372, -2.8039, 0.1223)
C (2.2389, 0.9406, -2.4395)
C (-2.9444, -1.9672, -4.2052)
C (3.1084, -2.5769, -0.4703)
C (-3.7227, 1.2855, -0.7561)
C (1.9731, 5.9247, -3.0324)
C (4.8929, -4.3302, -1.6057)
C (0.4279, 4.1119, -2.1993)
C (-5.7759, -0.1162, -0.5481)
C (-4.6725, -0.2310, -3.7899)
C (3.6664, -4.1048, -2.1915)
C (3.2861, 5.4397, -2.7823)
H (2.8994, 4.3554, -0.9342)
H (-1.0951, 2.7604, 3.3927)
H (3.7475, 2.1700, -3.4420)
H (-2.3792, -4.1119, -1.2387)
H (-1.2852, -0.1617, -3.1264)
H (-4.8779, -4.3714, 0.1890)
H (-2.8177, -0.4490, 1.1776)
H (4.0922, 6.4569, -4.5057)
H (-2.6340, 1.3226, -0.7249)
H (4.1733, 0.4756, -3.2958)
H (-2.7833, -1.5636, -5.2102)
H (6.3923, 5.6349, -4.2020)
H (0.0533, 0.1644, 0.1760)
H (1.9525, -0.1145, -2.4158)
H (-3.7084, -2.7389, -4.2835)
H (-2.1513, 0.4726, -4.5361)
H (-6.1161, 0.0359, -1.5712)
H (-4.5696, -0.0097, -4.8582)
H (0.1443, 6.0615, -2.0793)
H (-6.2275, -1.0331, -0.1699)
H (-3.6770, -3.1821, 0.7187)
H (0.2161, 1.5336, -1.9545)
H (-2.4053, 1.1782, -2.9408)
H (-0.2353, -1.7549, 1.7332)
H (-5.5060, -0.9250, -3.6774)
H (-1.3128, 0.7058, 4.8254)
H (-4.0493, 1.6434, -1.7306)
H (-6.0311, -4.1034, -1.9453)
H (-4.9328, 0.7028, -3.2958)
H (-5.4007, -3.0997, -3.2446)
H (2.6143, 1.1937, -1.4433)
H (-4.3764, -1.2080, 1.4993)
H (-2.0081, -2.4220, -3.8761)
H (-3.0487, -4.1311, -2.8644)
H (5.1777, 3.5481, -0.6509)
H (-0.3718, 2.4777, 0.9860)
H (2.9654, 0.9685, -4.4851)
H (-4.2197, 0.5412, 1.6314)
H (6.9621, 4.1411, -2.2861)
H (-4.1024, 1.9903, -0.0094)
H (-6.2768, -2.3586, -1.9056)
H (-6.1710, 0.7095, 0.0540)
H (0.5417, 1.4461, -3.6738)
H (-3.7952, -5.1193, -1.6095)
H (2.1138, 3.4892, -3.0776)
H (-5.3722, -2.7103, 0.4934)

Atoms 1-3, force components in eV/Å:
Au 0.0 -0.2 0.0
S 0.0 0.1 0.0
P 0.0 -0.1 -0.1

Values from the calculation:
**HOMO level (alpha / beta)**: -0.2215 / -2.8149 eV
**LUMO level (alpha / beta)**: 3.9 / 3.9 eV
**Multiplicity**: 2
**Net charge**: -2